Entry 1:
{"formula": "C25H18BaN4", "method": "the ωB97M-V functional and the def2-TZVPD basis", "gap_ev": 5.87, "largest_force_ev_per_a": 0.608, "energy_ev": -32869.2717, "species": ["Ba", "C", "C", "C", "C", "C", "C", "N", "C", "C", "C", "C", "C", "C", "N", "N", "C", "C", "C", "C", "C", "N", "H", "H", "H", "H", "H", "H", "H", "H", "H", "H", "H", "H", "H", "C", "C", "C", "C", "C", "C", "C", "C", "H", "H", "H", "H", "H"], "coordinates": [[1.73, -0.98, 0.22], [2.37, -1.95, -4.98], [1.36, -1.00, -5.03], [1.18, -0.09, -4.01], [2.04, -0.08, -2.90], [3.02, -1.09, -2.83], [3.18, -2.00, -3.87], [1.91, 0.70, -1.76], [1.42, 1.95, -1.75], [1.26, 2.78, -2.91], [0.71, 4.03, -2.80], [0.28, 4.55, -1.56], [0.48, 3.82, -0.43], [1.07, 2.53, -0.49], [1.35, 1.76, 0.62], [1.11, 2.29, 1.74], [1.49, 1.52, 2.85], [1.21, 2.09, 4.10], [1.59, 1.41, 5.24], [2.25, 0.18, 5.12], [2.47, -0.29, 3.84], [2.11, 0.34, 2.73], [2.50, -2.66, -5.79], [0.69, -0.98, -5.88], [0.36, 0.62, -4.05], [3.63, -1.12, -1.93], [3.96, -2.76, -3.80], [1.60, 2.41, -3.86], [0.60, 4.64, -3.69], [-0.17, 5.53, -1.51], [0.21, 4.20, 0.55], [0.71, 3.04, 4.13], [1.38, 1.83, 6.22], [2.57, -0.39, 5.97], [2.98, -1.24, 3.70], [-0.86, -1.77, 0.61], [-2.00, -2.11, 0.88], [-3.35, -2.48, 1.21], [-3.65, -3.72, 1.77], [-4.95, -4.07, 2.08], [-5.99, -3.18, 1.84], [-5.71, -1.94, 1.28], [-4.40, -1.59, 0.96], [-2.83, -4.41, 1.96], [-5.16, -5.03, 2.52], [-7.01, -3.45, 2.09], [-6.51, -1.23, 1.08], [-4.18, -0.63, 0.53]], "lowdin_charge": [1.7373, -0.1081, -0.0843, -0.0358, -0.3464, -0.1153, -0.1002, -0.1586, -0.2493, -0.0311, -0.0776, -0.0987, -0.0329, -0.2177, -0.0520, 0.0573, -0.3287, -0.0028, -0.0516, -0.0597, -0.1555, -0.0306, 0.0990, 0.1057, 0.1096, 0.0590, 0.1020, 0.1020, 0.1052, 0.0967, 0.1017, 0.1142, 0.1111, 0.1050, 0.1049, -0.3143, -0.2715, -0.2876, -0.0528, -0.0994, -0.1084, -0.0973, -0.0487, 0.1076, 0.0968, 0.0946, 0.0973, 0.1098]}

Entry 2:
{"formula": "C3HI2NO2", "method": "the ωB97M-V functional and the def2-TZVPD basis", "e_above_lowest_kj_mol": 6.18, "gap_ev": [7.50, 7.50], "largest_force_ev_per_a": 3.197, "energy_ev": -24911.1988, "species": ["C", "C", "C", "N", "O", "O", "I", "I", "H"], "coordinates": [[0.25, -1.40, -1.20], [-1.65, 1.75, -0.03], [0.91, -0.71, 1.03], [0.66, -0.81, -0.20], [-1.57, 2.88, -0.28], [-1.74, 0.64, 0.19], [0.25, -0.71, -3.17], [2.58, -1.57, 2.06], [0.31, -0.05, 1.61]], "lowdin_charge": [-0.6068, -0.4211, -0.6511, -0.2207, 0.2036, 0.2069, 0.7163, 0.7451, 0.0278]}

Entry 3:
{"formula": "C8H18ClGdIO2PS", "method": "the ωB97M-V functional and the def2-TZVPD basis", "total_charge": 2, "gap_ev": [7.11, 4.55], "spin_multiplicity": 8, "largest_force_ev_per_a": 3.234, "energy_ev": -74248.3814, "species": ["C", "C", "H", "H", "H", "O", "I", "Gd", "P", "C", "C", "H", "H", "H", "C", "H", "H", "H", "H", "H", "H", "C", "O", "Cl", "C", "S", "C", "H", "H", "H", "H", "H", "H"], "coordinates": [[0.06, 2.34, -0.99], [-0.99, 2.36, -2.07], [0.29, 3.37, -0.67], [0.98, 1.89, -1.38], [-0.28, 1.81, -0.09], [-0.80, 2.48, -3.28], [-2.63, 0.27, -1.33], [1.53, -0.20, 1.40], [1.83, -1.07, -1.21], [0.64, -1.31, -2.56], [3.17, -0.16, -2.07], [3.08, -2.83, -0.05], [3.29, -2.88, -1.84], [1.78, -3.49, -1.08], [2.58, -2.73, -1.02], [3.97, 0.09, -1.36], [3.57, -0.82, -2.86], [1.16, -1.66, -3.46], [0.13, -0.36, -2.78], [2.77, 0.76, -2.51], [-0.12, -2.04, -2.25], [-2.47, 2.41, -1.63], [-3.21, 3.33, -1.54], [2.67, -1.85, 2.81], [-2.22, 1.31, 2.48], [-0.52, 0.78, 2.79], [-0.73, -0.51, 4.06], [-2.36, 1.45, 1.40], [-2.38, 2.25, 3.02], [-2.90, 0.53, 2.84], [-0.66, 0.01, 5.02], [-1.72, -0.97, 3.94], [0.06, -1.27, 3.97]], "lowdin_charge": [-0.0455, -0.5568, 0.1237, 0.0635, 0.0053, 0.1202, 1.0011, 1.0616, 0.6892, -0.2493, -0.2341, 0.0241, 0.0752, 0.0710, -0.2409, 0.0608, 0.0793, 0.0883, 0.0147, 0.0567, 0.0552, -0.6583, 0.1517, -0.0417, -0.3139, 0.6589, -0.3213, -0.0245, 0.0729, 0.0690, 0.0697, 0.0648, 0.0095]}

Entry 4:
{"formula": "C18H24N3OPtSSi", "method": "the ωB97M-V functional and the def2-TZVPD basis", "total_charge": 3, "e_above_lowest_kj_mol": 31.86, "gap_ev": [8.39, 5.28], "spin_multiplicity": 5, "largest_force_ev_per_a": 0.641, "energy_ev": -47502.3761, "species": ["Pt", "O", "C", "C", "C", "C", "C", "C", "N", "H", "H", "H", "H", "H", "H", "H", "N", "C", "S", "N", "C", "C", "C", "C", "C", "C", "H", "H", "H", "H", "H", "H", "H", "H", "C", "Si", "C", "C", "C", "C", "H", "H", "H", "H", "H", "H", "H", "H", "H"], "coordinates": [[-0.82, 0.27, 1.29], [-0.62, 1.00, 3.48], [-0.87, 2.40, 3.67], [-0.67, 3.10, 2.36], [-0.69, 4.48, 2.30], [-0.52, 5.12, 1.08], [-0.33, 4.34, -0.06], [-0.32, 2.98, 0.06], [-0.49, 2.36, 1.25], [-0.78, 0.51, 4.29], [-0.17, 2.80, 4.41], [-1.89, 2.56, 4.02], [-0.84, 5.05, 3.21], [-0.54, 6.20, 1.02], [-0.19, 4.80, -1.03], [-0.19, 2.33, -0.80], [2.00, -0.43, -1.09], [2.22, -1.02, 0.06], [1.11, -1.22, 1.31], [3.45, -1.65, 0.29], [4.65, -1.59, -0.35], [5.05, -0.53, -1.21], [6.28, -0.59, -1.79], [7.15, -1.69, -1.54], [6.78, -2.71, -0.66], [5.56, -2.67, -0.06], [1.07, -0.07, -1.26], [2.61, -0.54, -1.89], [3.39, -2.31, 1.06], [4.44, 0.35, -1.34], [6.62, 0.21, -2.43], [8.12, -1.71, -2.02], [7.46, -3.53, -0.47], [5.24, -3.45, 0.62], [-4.93, -0.77, -2.81], [-4.68, -1.67, -1.22], [-4.67, -3.52, -1.33], [-5.93, -1.09, 0.13], [-3.19, -1.04, -0.32], [-2.23, -0.52, 0.32], [-5.89, -1.07, -3.23], [-4.17, -1.00, -3.55], [-4.95, 0.31, -2.66], [-5.63, -3.84, -1.74], [-4.55, -3.99, -0.36], [-3.89, -3.88, -2.00], [-6.85, -1.44, -0.36], [-5.93, -0.01, 0.24], [-5.78, -1.59, 1.08]], "lowdin_charge": [1.0703, -0.1713, -0.1287, -0.2243, 0.0305, 0.0201, -0.0074, -0.1052, -0.0803, 0.1353, 0.1535, 0.1545, 0.1451, 0.1392, 0.1307, 0.1067, 0.1807, -0.7365, 0.7487, 0.1049, -0.1481, 0.0200, 0.0193, 0.0801, 0.0156, 0.0607, 0.1098, 0.1315, 0.1428, 0.1245, 0.1417, 0.1466, 0.1442, 0.1437, -0.1569, 0.4803, -0.1546, -0.1051, -0.0484, -0.2841, 0.0596, 0.0473, 0.0478, 0.0586, 0.0495, 0.0466, 0.0644, 0.0465, 0.0497]}

Entry 5:
{"formula": "C22H24CaN5O2S", "method": "the ωB97M-V functional and the def2-TZVPD basis", "total_charge": 1, "gap_ev": 6.39, "largest_force_ev_per_a": 0.997, "energy_ev": -64020.8400, "species": ["Ca", "C", "C", "N", "C", "C", "S", "C", "C", "N", "H", "H", "H", "H", "H", "H", "H", "H", "H", "H", "H", "H", "H", "H", "O", "C", "O", "C", "C", "C", "N", "C", "C", "C", "C", "C", "C", "C", "N", "C", "C", "C", "C", "C", "N", "H", "H", "H", "H", "H", "H", "H", "H", "H", "H"], "coordinates": [[0.58, -0.39, -0.98], [0.87, -0.93, 2.25], [2.00, -1.84, 1.80], [1.98, -2.10, 0.34], [3.32, -2.29, -0.23], [4.20, -1.05, -0.12], [3.38, 0.54, -0.43], [3.07, 1.18, 1.25], [1.62, 1.39, 1.66], [0.71, 0.26, 1.40], [-0.08, -1.47, 2.20], [1.02, -0.65, 3.30], [2.96, -1.40, 2.04], [1.95, -2.77, 2.36], [1.44, -2.94, 0.18], [3.85, -3.13, 0.23], [3.18, -2.55, -1.28], [4.68, -0.97, 0.86], [5.01, -1.13, -0.84], [3.60, 0.53, 1.94], [3.58, 2.15, 1.31], [1.62, 1.66, 2.72], [1.21, 2.25, 1.12], [-0.23, 0.62, 1.54], [-6.21, 1.17, 0.63], [-5.39, 2.03, 0.25], [-5.47, 3.26, 0.14], [-4.01, 1.44, -0.14], [-3.76, 0.08, -0.03], [-2.51, -0.40, -0.33], [-1.52, 0.41, -0.74], [-1.75, 1.72, -0.89], [-2.99, 2.27, -0.59], [-0.61, 2.53, -1.42], [-0.66, 3.92, -1.40], [0.38, 4.64, -1.97], [1.44, 3.95, -2.53], [1.43, 2.57, -2.47], [0.44, 1.86, -1.93], [-2.17, -1.86, -0.28], [-3.00, -2.76, 0.38], [-2.72, -4.11, 0.34], [-1.60, -4.54, -0.37], [-0.80, -3.58, -0.96], [-1.06, -2.27, -0.92], [-4.60, -0.53, 0.29], [-3.23, 3.32, -0.69], [-1.50, 4.42, -0.95], [0.35, 5.72, -1.97], [2.27, 4.47, -2.99], [2.26, 2.01, -2.88], [-3.87, -2.39, 0.91], [-3.37, -4.82, 0.83], [-1.35, -5.59, -0.45], [0.08, -3.88, -1.52]], "lowdin_charge": [1.3411, -0.1750, -0.1808, -0.1617, -0.2621, -0.4402, 0.8814, -0.4127, -0.2447, -0.1663, 0.1233, 0.1332, 0.0936, 0.1360, 0.0883, 0.1313, 0.1191, 0.0786, 0.0842, 0.0711, 0.0861, 0.1325, 0.1172, 0.1138, -0.0109, -0.6854, -0.0088, -0.0490, 0.0720, -0.2031, -0.0369, -0.2010, 0.0733, -0.2098, 0.0150, -0.0196, -0.0343, -0.1540, -0.0156, -0.2057, 0.0173, -0.0186, -0.0366, -0.1494, -0.0026, 0.1218, 0.1211, 0.1208, 0.1239, 0.1164, 0.0965, 0.1226, 0.1243, 0.1158, 0.1133]}